Record 1
A cluster of 2 separate species, C5H9NO in total, computed with wB97M-V/def2-TZVPD.

```
! wB97M-V def2-TZVPD RIJCOSX def2/J DEFGRID3
* xyz 0 1
C 2.058 0.631 -0.583
O 1.350 -0.406 -0.582
C -0.408 -0.107 0.166
C -1.261 -0.190 -1.066
C -0.514 -1.247 1.135
C -0.081 1.243 0.664
N -1.029 1.673 1.272
H 2.063 1.311 -1.448
H 0.999 1.649 0.336
H 2.884 0.745 0.134
H -1.122 -1.171 -1.528
H -0.999 0.588 -1.786
H -2.318 -0.081 -0.800
H -1.557 -1.428 1.414
H 0.073 -1.067 2.037
H -0.136 -2.142 0.633
*
```

Computed properties:
E_tot	-325.74482	a.u.
molar mass	99.1	u
LUMO level (spin up / spin down)	-0.192 / -0.215	eV
Kohn-Sham gap (spin up / spin down)	0.29674 / 0.29845	Ha
energy above the lowest of the compared OMol25 structures with the same formula, charge and spin	120.94	kcal/mol
E_HOMO (spin up / spin down)	-8.27 / -8.34	eV


Record 2
A structure of composition C47H43Cl3N7O6RuS2, computed with wB97M-V/def2-TZVPD.

```
! wB97M-V def2-TZVPD RIJCOSX def2/J DEFGRID3
* xyz 0 2
Ru 0.056 0.084 0.223
O 2.345 -0.522 2.401
S 1.282 -0.093 3.265
O 1.424 1.131 4.005
N -0.066 -0.155 2.368
C -1.311 0.111 2.902
C -1.630 0.573 4.157
C -2.984 0.694 4.553
C -4.008 0.366 3.717
C -3.712 -0.063 2.404
C -4.692 -0.413 1.452
C -4.317 -0.823 0.209
C -2.949 -0.847 -0.120
N -2.015 -0.512 0.732
C -2.365 -0.162 2.003
C 1.112 -1.404 4.455
C 0.716 -1.138 5.760
C 0.637 -2.179 6.676
C 0.941 -3.474 6.284
C 1.336 -3.735 4.977
C 1.434 -2.700 4.060
H -0.838 0.869 4.825
H -3.203 1.056 5.551
H -5.042 0.446 4.033
H -5.740 -0.358 1.724
H -5.049 -1.129 -0.527
H -2.612 -1.169 -1.097
H 0.499 -0.121 6.056
H 0.344 -1.978 7.699
H 0.886 -4.282 7.003
H 1.576 -4.747 4.675
H 1.776 -2.876 3.048
Cl 7.241 1.754 1.512
C 5.516 1.723 1.226
C 4.976 0.739 0.421
C 3.613 0.744 0.215
Cl 2.836 -0.485 -0.724
C 2.733 1.671 0.784
O 1.435 1.653 0.587
C 3.344 2.658 1.571
Cl 2.325 3.873 2.296
C 4.709 2.684 1.803
H 5.600 -0.023 -0.025
H 5.134 3.448 2.440
C -1.441 -0.113 -7.853
O -0.824 -0.277 -6.584
C 0.213 -1.149 -6.499
C 0.657 -1.957 -7.533
C 1.739 -2.812 -7.329
C 2.384 -2.845 -6.107
C 1.943 -2.027 -5.071
C 0.852 -1.190 -5.252
N 0.390 -0.308 -4.251
C 0.193 -0.591 -2.918
N 0.197 -1.897 -2.620
C 0.131 -2.550 -1.387
C 0.013 -1.931 -0.151
C -0.075 -2.767 0.971
C -0.030 -4.145 0.873
C 0.093 -4.748 -0.374
C 0.174 -3.950 -1.489
O 0.290 -4.480 -2.757
C -0.839 -5.244 -3.188
N -0.033 0.354 -2.056
C 0.198 1.675 -2.581
C 1.527 2.092 -2.705
C 1.871 3.321 -3.238
C 0.862 4.165 -3.691
C -0.454 3.769 -3.586
C -0.812 2.536 -3.032
O -2.141 2.273 -3.124
C -2.825 1.437 -2.199
H -2.192 0.660 -7.724
H -1.923 -1.036 -8.180
H -0.717 0.206 -8.605
H 0.169 -1.931 -8.497
H 2.073 -3.446 -8.141
H 3.240 -3.488 -5.954
H 2.459 -2.025 -4.117
H -0.015 0.554 -4.581
H 0.306 -2.536 -3.393
H -0.206 -2.318 1.940
H -0.099 -4.755 1.767
H 0.115 -5.826 -0.481
H -0.810 -6.255 -2.779
H -0.791 -5.294 -4.274
H -1.770 -4.763 -2.881
H 2.296 1.407 -2.374
H 2.913 3.609 -3.308
H 1.103 5.131 -4.121
H -1.256 4.396 -3.956
H -3.563 2.040 -1.672
H -2.155 1.004 -1.477
H -3.331 0.651 -2.765
C -2.011 5.300 1.954
N -0.908 5.094 1.045
C -0.111 6.197 0.523
C 0.930 5.473 -0.343
N 0.351 4.137 -0.466
C -0.613 3.932 0.435
S -1.430 2.486 0.753
H -1.761 6.113 2.635
H -2.174 4.390 2.528
H -2.933 5.549 1.421
H 0.345 6.755 1.341
H -0.735 6.876 -0.065
H 1.902 5.434 0.148
H 1.044 5.926 -1.326
H 0.918 3.346 -0.739
*
```

Computed properties:
E_tot	-4923.41708	a.u.
molar mass	1073.5	u
LUMO level (spin up / spin down)	0.015 / -0.304	eV
Kohn-Sham gap (spin up / spin down)	0.26288 / 0.25032	Ha
energy above the lowest of the compared OMol25 structures with the same formula, charge and spin	23.08	kcal/mol
E_HOMO (spin up / spin down)	-7.14 / -7.12	eV


Record 3
The ion C2H8N3S with charge +1, computed with wB97M-V/def2-TZVPD.

```
! wB97M-V def2-TZVPD RIJCOSX def2/J DEFGRID3
* xyz 1 1
N 0.108 0.471 1.941
N 0.489 -0.642 1.364
C 0.427 -1.012 0.127
C -0.180 -0.215 -0.945
N -0.871 0.904 -0.355
S 0.340 0.448 -2.898
H -0.326 0.329 2.815
H -0.730 1.012 1.394
H 0.833 -1.377 1.987
H 1.111 -1.860 0.002
H -0.934 -0.840 -1.314
H -0.224 1.568 -0.069
H -1.525 1.387 -1.051
H 1.482 -0.171 -2.996
*
```

Computed properties:
E_tot	-643.07918	a.u.
molar mass	106.2	u
LUMO level	-5.097	eV
Kohn-Sham gap	0.30536	Ha
energy above the lowest of the compared OMol25 structures with the same formula, charge and spin	76.82	kcal/mol
SMILES	N/[NH+]=C\[C@@H](N)S
E_HOMO	-13.41	eV


Record 4
A cluster of 2 separate species, C3Br4 in total, computed with wB97M-V/def2-TZVPD.

```
! wB97M-V def2-TZVPD RIJCOSX def2/J DEFGRID3
* xyz 0 1
C -0.443 0.206 -0.063
C 0.224 -0.898 -0.713
C 0.946 0.237 -0.529
Br -1.969 1.106 -0.497
Br 0.219 -2.818 -0.875
Br 2.303 1.482 -0.933
Br -1.281 0.686 3.610
*
```

Computed properties:
E_tot	-10410.15802	a.u.
molar mass	355.6	u
LUMO level (spin up / spin down)	-2.971 / -2.999	eV
Kohn-Sham gap (spin up / spin down)	0.17068 / 0.16812	Ha
energy above the lowest of the compared OMol25 structures with the same formula, charge and spin	75.33	kcal/mol
E_HOMO (spin up / spin down)	-7.62 / -7.57	eV


Record 5
A structure of composition C29H65B3ClN5O11, computed with wB97M-V/def2-TZVPD.

```
! wB97M-V def2-TZVPD RIJCOSX def2/J DEFGRID3
* xyz 0 1
C -2.435 1.582 3.407
C -1.622 0.992 2.211
C -1.789 1.827 0.885
Cl -0.479 3.110 0.783
B -1.603 0.851 -0.379
O -2.303 0.966 -1.597
B -1.968 -0.092 -2.497
C -3.067 -0.918 -3.331
C -3.896 -1.883 -2.367
C -4.769 -0.937 -1.446
C -6.109 -1.599 -0.963
C -6.290 -1.592 0.593
C -6.284 -0.146 1.238
C -7.644 0.625 1.099
C -7.813 1.456 -0.218
C -6.531 2.226 -0.676
O -6.812 3.547 -1.164
C -5.771 3.920 -2.076
O -0.586 -0.432 -2.667
B 0.109 -0.146 -1.462
C 1.680 0.199 -1.380
O 2.501 -0.838 -1.951
O 3.857 -0.500 -1.817
O -0.630 -0.196 -0.234
H -2.155 1.144 4.384
H -2.203 2.676 3.469
H -3.534 1.502 3.234
H -1.958 -0.050 1.999
H -0.531 0.970 2.443
H -2.803 2.297 0.891
H -3.743 -0.153 -3.800
H -2.619 -1.478 -4.183
H -3.208 -2.526 -1.777
H -4.523 -2.518 -3.030
H -5.042 -0.073 -2.090
H -4.211 -0.597 -0.547
H -7.022 -1.120 -1.401
H -6.149 -2.665 -1.297
H -7.222 -2.089 0.944
H -5.414 -2.119 1.055
H -6.130 -0.320 2.335
H -5.391 0.415 0.892
H -7.791 1.227 2.026
H -8.457 -0.145 1.100
H -8.598 2.234 -0.033
H -8.162 0.825 -1.070
H -5.764 2.333 0.133
H -6.100 1.652 -1.537
H -6.091 3.783 -3.136
H -4.833 3.344 -1.913
H -5.502 4.997 -1.953
H 1.926 1.173 -1.871
H 1.944 0.308 -0.294
H 4.018 -0.483 -0.852
C 6.272 1.692 -0.991
C 5.393 1.933 0.204
O 5.151 1.052 1.026
N 4.858 3.170 0.355
C 5.024 4.329 -0.505
H 6.622 0.662 -0.978
H 5.705 1.853 -1.910
H 7.141 2.352 -0.963
H 4.279 3.260 1.175
H 5.462 5.139 0.083
H 4.043 4.639 -0.862
H 5.664 4.116 -1.355
C 11.718 2.664 -0.343
C 10.260 2.777 0.015
O 9.380 2.765 -0.834
N 9.935 2.894 1.329
C 10.824 2.927 2.474
H 11.816 2.577 -1.422
H 12.257 3.554 -0.016
H 12.152 1.774 0.117
H 8.943 2.964 1.492
H 10.570 2.099 3.139
H 10.675 3.867 3.007
H 11.866 2.843 2.180
C 0.034 -2.260 3.887
C -1.466 -2.313 4.012
O -2.135 -1.315 4.247
N -2.072 -3.518 3.855
C -1.459 -4.806 3.574
H 0.369 -1.235 4.036
H 0.499 -2.890 4.646
H 0.341 -2.583 2.891
H -3.074 -3.476 3.953
H -1.866 -5.191 2.640
H -1.712 -5.495 4.382
H -0.380 -4.735 3.489
C 3.350 3.340 -4.484
C 3.792 4.765 -4.285
O 3.660 5.344 -3.216
N 4.355 5.409 -5.342
C 4.597 4.899 -6.678
H 2.923 2.965 -3.556
H 2.586 3.286 -5.262
H 4.201 2.712 -4.751
H 4.626 6.357 -5.135
H 5.667 4.956 -6.887
H 4.063 5.526 -7.395
H 4.266 3.871 -6.786
C -1.617 -9.790 2.224
C -1.911 -8.382 2.669
O -1.072 -7.495 2.617
N -3.159 -8.114 3.140
C -4.281 -9.022 3.278
H -0.588 -9.847 1.876
H -1.739 -10.484 3.057
H -2.276 -10.073 1.401
H -3.285 -7.154 3.419
H -5.115 -8.644 2.683
H -4.582 -9.052 4.327
H -4.033 -10.026 2.948
*
```

Computed properties:
E_tot	-2780.34796	a.u.
molar mass	727.8	u
LUMO level	0.397	eV
Kohn-Sham gap	0.34366	Ha
energy above the lowest of the compared OMol25 structures with the same formula, charge and spin	0.00	kcal/mol
E_HOMO	-8.95	eV


Record 6
A structure of composition C34H29As2InS3, computed with wB97M-V/def2-TZVPD.

```
! wB97M-V def2-TZVPD RIJCOSX def2/J DEFGRID3
* xyz -2 1
In -2.336 0.495 -2.049
C 0.464 0.578 1.152
C 1.422 1.248 0.177
As 1.273 0.588 -1.691
C 2.957 1.475 -2.256
C 3.010 2.869 -2.215
C 4.124 3.562 -2.670
C 5.207 2.871 -3.199
C 5.160 1.486 -3.269
C 4.046 0.797 -2.802
C 2.000 -1.207 -1.415
C 3.100 -1.484 -0.607
C 3.519 -2.794 -0.409
C 2.831 -3.842 -1.010
C 1.733 -3.576 -1.816
C 1.329 -2.263 -2.025
As -1.430 1.108 0.918
C -1.368 2.736 2.071
C -1.042 3.906 1.382
C -1.022 5.139 2.019
C -1.360 5.233 3.363
C -1.726 4.086 4.054
C -1.731 2.851 3.413
C -2.135 -0.217 2.177
C -1.485 -0.572 3.357
C -1.997 -1.568 4.181
C -3.165 -2.229 3.827
C -3.811 -1.895 2.644
C -3.298 -0.899 1.824
H 0.472 -0.506 1.020
H 0.751 0.810 2.180
H 2.457 1.096 0.491
H 1.262 2.331 0.143
H 2.162 3.428 -1.831
H 4.140 4.644 -2.620
H 6.075 3.410 -3.561
H 5.995 0.935 -3.688
H 4.029 -0.284 -2.860
H 3.640 -0.676 -0.127
H 4.373 -2.997 0.228
H 3.138 -4.867 -0.830
H 1.158 -4.385 -2.251
H 0.442 -2.059 -2.610
H -0.837 3.860 0.315
H -0.775 6.030 1.453
H -1.363 6.196 3.860
H -2.020 4.151 5.096
H -2.041 1.977 3.968
H -0.564 -0.077 3.636
H -1.476 -1.835 5.094
H -3.559 -3.016 4.460
H -4.705 -2.428 2.343
H -3.767 -0.676 0.874
S -3.437 5.062 -1.919
C -3.101 3.439 -2.037
S -4.243 2.202 -1.597
S -1.533 2.862 -2.558
C -1.586 -1.114 -0.991
C -1.725 -2.479 -1.209
C -2.118 -3.170 -2.412
C -2.145 -4.546 -2.510
C -1.790 -5.380 -1.444
C -1.404 -4.748 -0.252
C -1.362 -3.379 -0.131
H -2.389 -2.562 -3.269
H -2.451 -4.988 -3.456
H -1.816 -6.459 -1.534
H -1.117 -5.351 0.606
H -1.042 -2.934 0.806
*
```

Computed properties:
E_tot	-7169.17821	a.u.
molar mass	798.5	u
LUMO level	4.366	eV
Kohn-Sham gap	0.15644	Ha
E_HOMO	0.11	eV